{
  "formula": "C26H56O13PS5",
  "method": "wB97M-V/def2-TZVPD",
  "lumo_ev": 1.93,
  "e_homo_ev": -3.693,
  "total_charge": -1,
  "orbital_gap_ev": 5.62,
  "symbols": ["C", "C", "C", "C", "P", "O", "O", "C", "C", "O", "H", "H", "H", "H", "H", "H", "H", "H", "H", "H", "H", "H", "H", "H", "H", "H", "C", "C", "C", "S", "O", "O", "C", "H", "H", "H", "H", "H", "H", "H", "H", "C", "C", "C", "S", "O", "O", "C", "H", "H", "H", "H", "H", "H", "H", "H", "C", "C", "C", "S", "O", "O", "C", "H", "H", "H", "H", "H", "H", "H", "H", "C", "C", "C", "S", "O", "O", "C", "H", "H", "H", "H", "H", "H", "H", "H", "C", "C", "C", "S", "O", "O", "C", "H", "H", "H", "H", "H", "H", "H", "H"],
  "xyz": [[2.337228, -1.931141, -0.358881], [0.801463, -1.715950, -0.908026], [0.617132, -0.126441, -1.084522], [-0.885402, 0.362252, -1.391895], [-2.068521, 0.329066, 0.114452], [-3.038803, 1.720916, -0.323986], [-3.133085, -0.584568, -0.968168], [-3.142315, -1.867990, -0.294097], [-3.314866, -1.462446, 1.295086], [-3.114586, -0.014956, 1.503326], [2.671484, -1.047788, 0.318045], [2.348418, -2.914254, 0.243999], [3.013037, -2.036792, -1.285794], [0.127172, -2.199928, -0.121308], [0.759193, -2.260962, -1.927613], [1.115804, 0.428777, -0.201287], [1.250796, 0.168044, -2.018114], [-1.389345, -0.185494, -2.268838], [-0.807438, 1.480771, -1.720118], [-1.325634, -0.798297, 0.615248], [-1.255856, 1.226683, 0.923412], [-2.410865, 2.446771, -0.574525], [-3.978442, -2.611275, -0.615572], [-2.147572, -2.375627, -0.608671], [-4.454357, -1.643801, 1.447509], [-2.630147, -2.180502, 1.888115], [1.756142, -2.083851, -6.513220], [1.489917, -3.573158, -6.741796], [1.915416, -4.315067, -5.473675], [1.722708, -3.152653, -4.126279], [3.028844, -2.858866, -3.583603], [0.617257, -3.569505, -3.296352], [1.202967, -1.772392, -5.128649], [1.286216, -1.465413, -7.281145], [2.834407, -1.893454, -6.537781], [0.420458, -3.728911, -6.918568], [2.024810, -3.950012, -7.617047], [1.289395, -5.189382, -5.289819], [2.965354, -4.611593, -5.516788], [1.588874, -0.842644, -4.710665], [0.110587, -1.757386, -5.135423], [4.278044, 2.864453, 3.118517], [2.929649, 2.366104, 3.642630], [2.276287, 1.549648, 2.525972], [3.615502, 0.880745, 1.546741], [3.561749, 1.469955, 0.229222], [3.689790, -0.546459, 1.753917], [4.936292, 1.659252, 2.459891], [4.898833, 3.272817, 3.919402], [4.117046, 3.655067, 2.378124], [3.092439, 1.728736, 4.518486], [2.286555, 3.192691, 3.954066], [1.675539, 0.731014, 2.924244], [1.664037, 2.178162, 1.876434], [5.748015, 1.928539, 1.784080], [5.290261, 0.946257, 3.208299], [4.428006, -7.421296, -3.183940], [3.083117, -7.907522, -2.642495], [2.405385, -8.712799, -3.752519], [3.723208, -9.391954, -4.753731], [3.655529, -8.796836, -6.069371], [3.782727, -10.823569, -4.556772], [5.064049, -8.630449, -3.856756], [5.064104, -7.022681, -2.390905], [4.264414, -6.626111, -3.918827], [3.251758, -8.549876, -1.771733], [2.453389, -7.075518, -2.318581], [1.801975, -9.526651, -3.348475], [1.790407, -8.075354, -4.390616], [5.868644, -8.366634, -4.543076], [5.421487, -9.349991, -3.116426], [-5.797900, 3.397415, 4.334142], [-5.683979, 4.482546, 3.261248], [-4.942810, 3.874181, 2.069191], [-5.287285, 2.117922, 2.108327], [-4.056231, 1.414253, 2.373280], [-6.149391, 1.777116, 0.999062], [-6.260522, 2.142495, 3.605759], [-6.495094, 3.681686, 5.126340], [-4.817470, 3.225656, 4.791120], [-6.687217, 4.794775, 2.951185], [-5.166180, 5.369350, 3.636582], [-5.291819, 4.291029, 1.123289], [-3.863051, 4.007731, 2.158259], [-6.091189, 1.228430, 4.174512], [-7.312872, 2.218708, 3.319793], [-2.286611, 8.577889, 3.309784], [-3.050859, 7.585085, 4.187372], [-2.119567, 6.403490, 4.462078], [-0.453260, 7.050795, 4.383802], [0.221122, 6.451830, 3.255884], [0.119497, 7.055642, 5.711765], [-0.911217, 8.719430, 3.948023], [-2.799511, 9.540062, 3.244518], [-2.189959, 8.176147, 2.295722], [-3.322033, 8.067974, 5.132339], [-3.976707, 7.254438, 3.711162], [-2.295047, 5.974411, 5.449425], [-2.218219, 5.630285, 3.697409], [-0.167133, 9.145996, 3.275496], [-0.963614, 9.302760, 4.870351]],
  "forces_ev_per_a": [[-0.938, -0.043, -0.507], [1.873, 0.416, 0.301], [-0.323, -0.385, -0.997], [1.188, 1.695, -0.673], [0.437, 0.825, -0.561], [0.921, 1.035, -0.427], [-0.751, -2.261, 2.027], [0.321, 0.340, -0.463], [-1.197, -0.379, -0.861], [2.216, -6.147, -3.524], [-0.928, -2.360, -1.865], [0.313, 1.452, -0.843], [-0.754, 0.206, 1.636], [0.575, 0.916, -1.385], [-0.516, 1.261, 2.415], [-1.119, -0.813, -1.241], [-0.744, -0.455, 1.545], [1.080, 0.627, 1.318], [0.030, -1.656, 0.274], [0.214, 0.028, -0.344], [0.212, -0.123, -0.057], [-0.794, -1.148, 0.440], [1.006, 1.558, 0.348], [-1.379, 0.392, 1.038], [1.894, 0.085, 0.406], [-1.135, 1.302, -0.404], [0.123, 0.021, -0.081], [-0.099, -0.034, -0.259], [0.080, -0.444, -0.472], [-0.283, 0.197, 0.134], [-0.241, -0.272, -0.050], [0.494, -0.552, -0.536], [-0.074, 0.388, -0.339], [0.050, -0.040, 0.082], [-0.090, 0.027, 0.016], [0.097, 0.027, 0.038], [-0.065, -0.002, 0.091], [0.117, 0.105, 0.164], [-0.076, 0.078, 0.108], [-0.063, -0.157, 0.195], [0.097, -0.015, 0.126], [-0.016, 0.175, 0.018], [-0.016, 0.067, 0.217], [-0.439, 0.213, 0.325], [-0.063, 0.133, 0.188], [0.203, -0.314, 0.198], [0.591, 0.572, 0.412], [0.395, 0.338, 0.249], [-0.036, -0.014, -0.081], [0.045, -0.073, 0.049], [0.010, 0.049, -0.075], [0.041, -0.102, -0.047], [0.031, 0.014, -0.292], [0.068, -0.180, -0.055], [-0.110, -0.162, -0.071], [-0.059, -0.004, -0.112], [-0.026, 0.178, -0.006], [-0.033, 0.108, 0.268], [-0.457, 0.196, 0.325], [0.085, -0.182, 0.155], [0.009, -0.319, 0.084], [-0.038, 0.223, -0.405], [0.362, 0.280, 0.213], [-0.066, -0.005, -0.107], [0.069, -0.048, 0.072], [-0.009, 0.054, -0.089], [0.056, -0.101, -0.028], [0.076, 0.005, -0.237], [0.117, -0.122, -0.045], [-0.117, -0.162, -0.068], [-0.064, -0.008, -0.119], [0.027, 0.041, 0.166], [-0.074, 0.139, 0.009], [-0.089, 0.796, -0.101], [0.941, -0.759, -0.463], [-3.072, 3.705, 2.136], [0.109, 0.026, 0.397], [-0.423, 0.182, 0.427], [0.067, -0.012, -0.025], [-0.081, -0.048, -0.040], [0.066, -0.032, 0.047], [-0.077, -0.046, -0.006], [0.149, -0.178, 0.013], [-0.076, -0.236, -0.103], [0.064, -0.018, -0.229], [0.060, -0.029, 0.033], [-0.093, -0.005, -0.172], [-0.210, 0.123, 0.066], [-0.578, -0.256, 0.039], [0.137, -0.038, 0.142], [0.058, 0.100, 0.409], [0.132, -0.144, -0.376], [-0.155, 0.468, -0.187], [0.060, -0.081, -0.013], [0.024, 0.062, 0.081], [0.032, -0.033, -0.082], [0.108, 0.032, 0.062], [0.214, -0.047, -0.128], [0.162, 0.049, 0.065], [0.076, -0.156, 0.124], [0.064, -0.104, -0.041]]
}

{
  "formula": "C26H57N3O17",
  "method": "wB97M-V/def2-TZVPD",
  "lumo_ev": 5.37,
  "e_homo_ev": 1.735,
  "total_charge": -4,
  "orbital_gap_ev": 3.64,
  "symbols": ["C", "C", "C", "O", "C", "N", "H", "H", "H", "H", "H", "H", "H", "H", "H", "H", "H", "H", "C", "C", "C", "O", "C", "N", "H", "H", "H", "H", "H", "H", "H", "H", "H", "H", "H", "H", "C", "C", "C", "O", "C", "N", "H", "H", "H", "H", "H", "H", "H", "H", "H", "H", "H", "H", "C", "C", "O", "O", "H", "H", "H", "C", "C", "O", "O", "H", "H", "H", "C", "C", "O", "O", "H", "H", "H", "C", "C", "O", "O", "H", "H", "H", "C", "C", "O", "O", "H", "H", "H", "C", "C", "O", "O", "H", "H", "H", "C", "C", "O", "O", "H", "H", "H"],
  "xyz": [[-4.443793, -2.187846, 1.642340], [-5.075323, -2.485377, 0.299175], [-6.268305, -3.427456, 0.420840], [-5.715320, -4.609488, 0.990700], [-6.463630, -5.738336, 0.685087], [-5.501452, -1.191087, -0.358411], [-5.851538, -1.363710, -1.296607], [-6.102767, -0.558793, 0.175058], [-4.699685, -0.541670, -0.478869], [-3.985737, -3.084353, 2.053050], [-5.212802, -1.836820, 2.340063], [-3.636163, -1.455145, 1.672609], [-4.264357, -2.813277, -0.355722], [-6.685031, -3.658933, -0.564787], [-7.003956, -2.948719, 1.075611], [-6.220549, -6.318412, -0.219321], [-7.543669, -5.618551, 0.510991], [-6.369787, -6.435475, 1.522457], [0.422826, 0.321876, 3.661640], [-0.119044, 0.485476, 2.274815], [0.974504, 0.494859, 1.178575], [0.518842, 0.872642, -0.103777], [1.516445, 0.922236, -1.086526], [-1.312123, -0.378624, 1.898934], [-1.999200, 0.244341, 1.485746], [-1.031181, -1.144244, 1.274771], [-1.637428, -0.858802, 2.747474], [-0.400245, 0.473403, 4.361835], [1.216016, 1.036038, 3.894901], [0.895356, -0.644692, 3.849378], [-0.574901, 1.476026, 2.173366], [1.377072, -0.531435, 1.222844], [1.873362, 1.034739, 1.490140], [2.345411, 1.638366, -1.035047], [1.014766, 1.235545, -2.007929], [1.984422, -0.062344, -1.216547], [1.385584, -1.539023, -4.099294], [2.270497, -0.989402, -5.244250], [2.766999, 0.440649, -5.053083], [3.542868, 0.839149, -6.165715], [4.853401, 1.298050, -5.882609], [3.522410, -1.887555, -5.405390], [3.325298, -2.882725, -5.389329], [4.194747, -1.593671, -6.105931], [3.909011, -1.681267, -4.467585], [0.882619, -2.473573, -4.360906], [0.511206, -0.885247, -4.179910], [1.788424, -1.551331, -3.089716], [1.704971, -1.140601, -6.162593], [3.316856, 0.589471, -4.119315], [1.894749, 1.095541, -5.006007], [5.522310, 0.455640, -5.653240], [4.917106, 1.976654, -5.031514], [5.246658, 1.729968, -6.800609], [1.708291, 0.874960, 6.985029], [3.177174, 1.144052, 6.661719], [4.007877, 0.986179, 7.596944], [3.400159, 1.378090, 5.452781], [1.037145, 1.657088, 6.615046], [1.596670, 0.855242, 8.072986], [1.316586, -0.013131, 6.486971], [-1.373067, -1.854004, -1.794911], [-0.905227, -2.675921, -0.644090], [-1.780747, -3.052804, 0.190746], [0.303946, -2.996486, -0.538782], [-2.159537, -2.411094, -2.328583], [-0.670388, -1.706092, -2.623789], [-1.806238, -0.865946, -1.620455], [-3.539288, 3.323557, -0.214614], [-3.551281, 1.818851, -0.077351], [-3.677159, 1.063653, -1.075059], [-3.506839, 1.310065, 1.075875], [-2.613983, 3.692682, -0.653307], [-3.874237, 3.922726, 0.627123], [-4.326218, 3.503748, -0.961544], [5.888529, -0.308887, -0.846558], [5.969006, -1.524636, -1.768222], [5.169580, -1.705775, -2.741227], [6.854537, -2.363756, -1.486505], [5.583804, -0.641773, 0.141896], [5.132385, 0.411751, -1.164643], [6.866142, 0.159301, -0.943148], [3.642320, 3.627447, -2.720715], [3.838182, 4.846928, -3.648654], [4.716493, 5.670891, -3.275144], [3.074994, 5.001816, -4.634885], [4.646944, 3.302965, -2.435456], [3.158646, 2.787453, -3.237522], [3.053805, 3.791218, -1.818632], [0.265093, 4.250249, 1.523697], [0.903973, 5.588454, 1.218275], [0.901158, 5.999116, 0.041366], [1.456813, 6.155452, 2.210270], [-0.551325, 3.946867, 0.864007], [-0.092040, 4.219455, 2.557848], [0.959682, 3.403919, 1.528525], [-2.170609, -0.937326, 6.209535], [-2.403462, -1.651954, 4.882607], [-3.347261, -1.239061, 4.166485], [-1.553216, -2.512816, 4.534785], [-2.181225, 0.145188, 6.096170], [-1.205203, -1.227161, 6.625904], [-2.918135, -1.293424, 6.925344]],
  "forces_ev_per_a": [[-0.263, 0.057, 0.574], [0.926, 0.870, 0.234], [1.570, 0.051, -0.211], [-0.942, 0.334, -0.606], [-0.829, -1.611, 0.217], [0.203, 0.452, 0.064], [-0.250, 0.236, 0.057], [-0.384, -0.536, 0.143], [1.193, 0.445, -0.277], [-0.123, -0.066, -0.056], [0.099, -0.017, 0.126], [-0.377, -0.016, -0.534], [-0.131, -0.566, -0.042], [-0.227, 0.074, -0.039], [-0.267, -0.265, 0.056], [0.909, 0.477, -0.085], [-0.039, 0.769, 0.513], [0.060, 0.034, -0.045], [0.105, -0.473, 0.409], [0.111, 2.354, -1.876], [0.548, -1.649, 0.791], [-0.147, 0.283, 0.898], [0.173, -0.345, -1.083], [2.126, -0.916, 0.734], [-1.006, -0.028, -0.245], [-0.289, -0.003, -0.191], [-0.648, 0.071, 0.032], [0.156, -0.137, 0.182], [-0.176, 0.262, -0.206], [-0.330, -0.191, -0.110], [0.161, 0.170, 0.447], [-0.164, -0.320, -0.790], [-0.457, 0.773, 0.187], [-0.257, 0.243, 1.066], [-0.121, -0.323, 0.004], [-0.131, -0.102, -0.047], [-0.542, 0.750, -1.266], [-0.068, -1.148, 0.093], [-0.269, 0.296, -0.142], [-0.054, -0.332, -0.341], [0.594, -0.559, 0.131], [-0.594, 0.942, 1.953], [-0.043, -0.004, -0.299], [-0.145, 0.090, -0.137], [1.388, -0.460, 0.484], [0.685, -0.400, 0.062], [0.187, 0.358, 0.645], [0.120, 0.039, -0.040], [0.075, 0.494, -0.192], [0.009, -0.357, 0.099], [-0.099, -0.039, 0.123], [-0.068, -0.118, 0.161], [-0.275, 0.292, -0.208], [-0.199, 0.374, 0.106], [-0.757, 0.623, 0.588], [0.336, -0.740, -0.830], [-0.142, 0.296, 0.084], [0.198, 0.208, 0.241], [0.293, 0.256, -0.083], [-0.224, -0.427, -0.047], [0.334, -0.311, 0.259], [-0.778, 0.491, -2.436], [1.154, -1.363, 1.744], [-0.795, 0.669, -0.408], [-0.233, 0.614, -0.853], [-0.276, -0.089, 0.369], [0.448, -0.044, 0.658], [0.067, -0.081, 0.659], [-1.007, 0.213, -1.436], [-0.066, -1.406, 1.706], [-0.593, 0.081, -1.257], [0.162, 0.478, 0.413], [0.110, -0.001, 0.233], [0.580, -0.443, 0.526], [0.247, 0.166, -0.248], [-0.732, 0.088, -1.104], [0.338, -1.629, -0.123], [-0.904, 0.861, -0.823], [0.134, 0.457, 0.144], [0.583, 0.058, 0.211], [0.031, -0.031, -0.159], [0.028, 0.086, 0.724], [0.439, -0.720, -0.536], [-0.280, 1.525, 0.515], [0.095, -0.693, -0.211], [-0.005, -0.774, -0.262], [-0.085, -0.069, 0.272], [-0.048, 0.138, -0.143], [0.076, 0.560, -0.058], [-0.671, -1.215, 0.723], [1.222, 0.849, 0.506], [-0.472, -0.082, -0.283], [-0.500, -0.186, -0.275], [0.021, 0.255, -0.172], [-0.196, 0.288, -0.023], [0.416, 0.303, -0.376], [0.296, -0.576, 0.579], [1.155, -0.076, -0.809], [-0.555, 0.190, 0.018], [-0.433, 0.179, 0.331], [-0.336, -0.003, 0.029], [0.057, 0.032, -0.118], [-0.212, 0.389, 0.013]]
}

Q: Which total energy values were calculated for the entries above? A: -4334.4669 -2467.9952, in hartree.
Q: Which energy relative to the best compared isomer or geometry (same formula, charge and spin) values were calculated for the entries above? A: 82.23 144.10, in kcal/mol.